Density functional theory data (the ωB97M-V functional and the def2-TZVPD basis) for the molecule C4H8.

Positions of all 12 atoms, in Å:
C: 1.8168 -0.8129 0.4856
C: 0.6994 -0.1115 0.7079
C: -0.5843 -0.3257 -0.0430
C: -1.2179 0.9638 -0.7106
H: 2.0028 -1.5216 -0.3720
H: 2.7805 -0.6664 0.9945
H: 0.5886 0.5537 1.5584
H: -1.2749 -0.6850 0.7181
H: -0.6510 -1.1948 -0.8308
H: -0.5103 1.4086 -1.3358
H: -1.5389 1.6949 0.0953
H: -2.1108 0.6970 -1.2676

Forces on atoms 1 to 6 (eV/Å):
C 1.046 -0.006 -0.929
C 0.363 -1.268 -0.822
C -1.399 -0.688 -1.469
C -0.703 -0.936 2.733
H -0.948 0.786 0.849
H -0.754 0.175 0.350

Properties
SMILES string = C=CCC
LUMO energy = 1.272 eV
Calculated total energy = -4276.573 eV
Kohn-Sham gap = 10.867 eV
E_HOMO = -9.594 eV
2S+1 = 1

The net atomic charges from natural (NBO), expressed in e, are: C -0.4001; C -0.1844; C -0.4349; C -0.5951; H 0.1934; H 0.1964; H 0.2006; H 0.2067; H 0.2047; H 0.2042; H 0.1987; H 0.2098